# 1
22
Properties=species:S:1:pos:R:3:lowdin_charge:R:1 method="wB97M-V/def2-TZVPD" energy_ha=-325.55158 charge=0 relative_energy_kj_mol=260.31 orbital_gap_ev=8.4 max_force_ha_per_bohr=0.0969 homo_ha=-0.290
C -1.21 -0.28 0.89 -0.608
N -1.75 -0.99 -0.11 0.024
N -1.39 1.11 1.02 0.128
N -1.01 -0.94 2.09 0.120
H 0.35 -0.37 0.24 0.051
H -1.76 1.49 1.86 0.088
H -0.82 -0.39 2.91 0.090
H -0.86 -0.88 -1.28 0.043
H -2.39 -0.44 -0.67 0.061
H -1.59 1.62 0.17 0.096
H -1.47 -1.83 2.18 0.100
C 1.58 -0.34 0.21 -0.176
C -0.07 -0.48 -2.30 -0.111
C 2.04 1.08 0.00 -0.166
H 2.09 -1.05 -0.44 0.067
H 1.66 -0.66 1.24 0.054
H 1.35 1.78 0.48 0.050
H 3.03 1.23 0.44 0.062
H -0.31 0.57 -2.35 -0.010
H -0.59 -1.00 -3.10 -0.010
H 1.00 -0.58 -2.43 -0.008
H 2.08 1.33 -1.06 0.057



# 2
22
Properties=species:S:1:pos:R:3:lowdin_charge:R:1 method="wB97M-V/def2-TZVPD" energy_ha=-324.92315 charge=+2 relative_energy_kj_mol=110.19 orbital_gap_ev=8.3 max_force_ha_per_bohr=0.1142 homo_ha=-0.572
C -1.00 1.50 0.39 -0.013
C -0.69 -0.60 -1.92 -0.089
C 1.07 -0.09 0.67 -0.085
C -0.43 0.10 0.42 -0.424
N -1.16 -0.77 1.07 0.089
N 0.43 -0.90 -2.80 0.085
N 1.48 0.33 2.07 0.228
H -1.43 1.61 1.47 0.136
H -0.23 2.24 0.22 0.086
H -1.76 1.63 -0.37 0.087
H -1.52 -1.36 -1.60 0.110
H -1.26 0.31 -2.21 0.072
H 1.32 -1.09 0.66 0.106
H 1.71 0.46 0.05 0.121
H -2.20 -0.67 1.35 0.187
H -0.86 -1.85 1.13 0.202
H 1.41 -1.06 -2.27 0.224
H 0.56 -0.15 -3.44 0.144
H 0.18 -1.71 -3.43 0.188
H 2.16 1.09 2.10 0.179
H 2.05 -0.46 2.53 0.227
H 0.81 0.62 2.71 0.139



# 3
23
Properties=species:S:1:pos:R:3:lowdin_spin:R:1 method="wB97M-V/def2-TZVPD" multiplicity=2 energy_ha=-400.77839 charge=-1 relative_energy_kj_mol=204.50 orbital_gap_ev="2.6 / 8.7" max_force_ha_per_bohr=0.0829 homo_ha="0.040 / -0.188"
C 1.13 1.40 -0.28 0.020
N 0.41 0.10 -0.47 0.019
C 1.19 -1.05 0.20 0.065
C 0.46 -2.30 -0.30 0.106
N -0.60 -2.83 0.49 0.116
C 0.50 2.44 -1.13 0.011
N -0.57 3.24 -0.45 0.011
H 2.19 1.16 -0.54 0.002
H 1.21 1.60 0.83 0.008
H -0.67 0.02 -0.19 0.033
H 1.27 -1.03 1.30 0.028
H 2.22 -1.03 -0.36 0.006
H -0.10 -2.00 -1.25 0.014
H 1.29 -3.08 -0.31 0.023
H -0.68 -3.85 0.35 0.080
H -0.52 -2.63 1.50 0.081
H -0.02 1.97 -2.09 0.002
H 1.29 3.19 -1.63 0.001
H -0.21 3.78 0.29 0.003
H -1.27 2.72 -0.09 0.016
H -3.59 -0.62 1.22 0.088
H -2.19 -0.99 1.28 0.044
O -2.74 -0.23 1.62 0.224



# 4
23
Properties=species:S:1:pos:R:3:lowdin_charge:R:1 method="wB97M-V/def2-TZVPD" energy_ha=-400.55781 charge=0 relative_energy_kj_mol=946.16 orbital_gap_ev=3.8 max_force_ha_per_bohr=0.0859 homo_ha=-0.299
C -0.05 0.65 -1.15 -0.223
C -0.54 1.23 0.19 -0.229
C -2.04 0.80 0.22 -0.074
N -1.88 -1.74 0.27 0.035
N 1.41 0.45 -1.20 0.003
C 1.77 -0.93 -0.76 -0.285
N 1.40 -1.23 0.59 0.074
H -0.42 -0.38 -1.18 0.072
H -0.44 1.18 -2.03 0.127
H -0.03 0.65 0.95 0.066
H -0.44 2.35 0.42 0.145
H -2.35 0.60 1.26 0.092
H -2.63 1.70 -0.01 0.083
H -1.21 -2.51 0.10 0.007
H -2.05 -0.33 -0.13 0.016
H -2.74 -2.06 -0.17 0.011
H 2.86 -1.06 -0.84 0.119
H 1.29 -1.58 -1.49 0.109
H 1.84 -0.63 1.30 0.065
H 0.43 -1.48 0.76 0.048
H 2.23 1.94 1.99 -0.035
H 1.77 1.06 -0.44 0.062
O 1.84 1.31 1.37 -0.289



# 5
23
Properties=species:S:1:pos:R:3:lowdin_charge:R:1 method="wB97M-V/def2-TZVPD" energy_ha=-400.69953 charge=0 relative_energy_kj_mol=574.08 orbital_gap_ev=9.4 max_force_ha_per_bohr=0.0867 homo_ha=-0.324
C -0.84 -0.96 -0.41 -0.265
C -0.23 -1.53 0.85 -0.211
C 0.89 -0.68 1.42 -0.124
N 1.98 -0.39 -0.08 0.015
N -0.80 0.48 -0.49 -0.125
C -0.28 1.09 -1.72 -0.308
N 0.96 1.89 -1.42 -0.052
H -0.17 -1.30 -1.26 0.095
H -1.89 -1.42 -0.63 0.147
H -1.03 -1.62 1.62 0.117
H 0.24 -2.54 0.69 0.124
H 0.54 0.31 1.51 0.080
H 1.17 -0.91 2.42 0.123
H 2.40 -1.32 -0.31 0.041
H 1.97 -0.53 1.07 -0.012
H 0.00 0.86 0.13 0.085
H -0.93 1.69 -2.35 0.088
H 0.10 0.24 -2.46 0.121
H 1.40 2.15 -2.37 0.098
H 1.60 1.17 -0.98 0.006
H -2.98 1.32 2.03 0.022
H -1.96 1.10 0.88 0.037
O -2.15 0.89 1.85 -0.104



# 6
23
Properties=species:S:1:pos:R:3:lowdin_charge:R:1 method="wB97M-V/def2-TZVPD" energy_ha=-400.79109 charge=0 relative_energy_kj_mol=333.69 orbital_gap_ev=8.3 max_force_ha_per_bohr=0.0460 homo_ha=-0.275
C 2.08 -0.52 -0.73 -0.404
C 1.23 0.09 1.55 -0.180
N 2.44 0.73 -1.16 0.116
O 1.12 -1.13 -1.27 -0.073
H -0.13 -0.28 -0.97 0.082
H 2.87 -1.05 -0.18 0.129
H 3.10 1.23 -0.58 0.092
H 1.66 1.32 -1.44 0.074
H 0.59 0.57 2.30 -0.015
H 2.22 0.50 1.75 -0.017
H 1.24 -0.97 1.81 -0.011
C -2.05 -0.14 -0.08 -0.243
C -1.89 -1.52 0.55 -0.078
N -0.73 0.42 -0.39 -0.196
N -0.72 1.68 -1.07 0.035
H 0.15 0.36 0.58 0.078
H -1.16 2.38 -0.47 0.084
H -1.27 1.61 -1.93 0.084
H -2.57 0.54 0.61 0.113
H -2.64 -0.21 -1.00 0.110
H -2.87 -1.95 0.75 0.074
H -1.34 -2.18 -0.12 0.077
H -1.34 -1.45 1.48 0.070



# 7
23
Properties=species:S:1:pos:R:3:lowdin_charge:R:1 method="wB97M-V/def2-TZVPD" energy_ha=-400.26534 charge=+2 relative_energy_kj_mol=231.39 orbital_gap_ev=9.3 max_force_ha_per_bohr=0.0589 homo_ha=-0.588
C 0.29 -1.28 1.47 -0.126
C -0.12 -1.20 -0.02 -0.141
C -1.03 -0.07 -0.36 -0.216
C -2.00 0.58 0.36 -0.096
N -2.28 1.91 0.24 0.114
N -0.58 0.60 -1.66 0.220
N 1.57 -0.60 1.84 0.207
H -0.48 -1.01 2.21 0.137
H 0.29 -2.34 1.69 0.134
H 0.75 -1.30 -0.70 0.114
H -0.48 -2.21 -0.25 0.136
H -2.43 0.08 1.24 0.150
H -3.09 2.22 0.78 0.130
H -2.03 2.44 -0.57 0.096
H -1.15 1.43 -1.77 0.136
H -0.99 -0.06 -2.34 0.186
H 0.45 0.79 -1.77 0.125
H 1.57 0.27 1.29 0.169
H 1.59 -0.22 2.81 0.195
H 2.48 -1.06 1.68 0.193
H 2.65 -0.20 -2.50 0.108
H 2.82 1.00 -1.92 0.107
O 2.19 0.25 -1.75 -0.078



# 8
23
Properties=species:S:1:pos:R:3:lowdin_charge:R:1 method="wB97M-V/def2-TZVPD" energy_ha=-400.31230 charge=+2 relative_energy_kj_mol=108.10 orbital_gap_ev=11.4 max_force_ha_per_bohr=0.0536 homo_ha=-0.655
C 1.67 -1.50 -1.23 -0.116
C 0.82 -0.91 -0.05 -0.159
C -0.59 -0.45 -0.42 -0.130
N -2.54 1.59 1.86 0.213
C -1.68 1.33 0.91 -0.108
N -1.21 0.08 0.81 0.042
N 2.28 -2.86 -0.94 0.218
H 2.44 -0.76 -1.45 0.142
H 1.02 -1.52 -2.09 0.132
H 0.76 -1.76 0.65 0.113
H 1.35 -0.15 0.58 0.142
H -0.63 0.52 -0.94 0.139
H -1.10 -1.32 -0.85 0.144
H -2.72 2.55 2.13 0.151
H -3.14 0.93 2.33 0.150
H -1.36 2.15 0.23 0.115
H -1.32 -0.45 1.67 0.165
H 3.23 -2.84 -1.31 0.183
H 1.64 -3.53 -1.37 0.183
H 2.27 -3.14 0.04 0.176
H -0.66 4.32 -0.86 0.081
H 0.16 3.93 0.35 0.074
O -0.70 3.79 -0.06 -0.048